# 1
C7H37NO10 | the ωB97M-V functional and the def2-TZVPD basis

```
55
Properties=species:S:1:pos:R:3:lowdin_charge:R:1
C 0.1601 3.1160 -1.1969 -0.104
C 1.5997 2.5550 -1.1305 -0.215
C 1.7362 2.0307 0.2879 -0.187
C 0.7298 1.0299 0.9576 -0.182
N 0.8837 -0.3449 0.3960 -0.046
C 0.5947 -1.4699 1.3658 -0.390
C -0.9203 -1.6070 1.5631 -0.017
C 1.2641 -2.6582 0.6713 -0.063
H -0.0586 4.1185 -0.8798 0.077
H -0.5241 2.4553 -0.7263 0.007
H -0.3214 3.1076 -2.1711 0.070
H 2.2503 3.3253 -1.5041 0.112
H 1.5722 1.6106 -1.6877 0.058
H 1.7944 2.9416 0.9385 0.132
H 2.7290 1.5264 0.2393 0.099
H -0.2520 1.5124 0.9006 0.081
H 1.1283 0.9820 1.9490 0.086
H 0.3318 -0.4626 -0.4200 0.070
H 1.0885 -1.2082 2.2945 0.123
H -1.1670 -0.7562 2.1308 0.035
H -1.0517 -2.5205 2.2280 0.116
H -1.5063 -2.0728 0.7734 0.055
H 0.7278 -2.9507 -0.2401 0.051
H 1.4371 -3.5214 1.3198 0.085
H 2.2927 -2.4343 0.3198 0.074
O -2.4063 1.5257 0.1485 -0.079
H -1.9030 1.0498 -0.5123 -0.031
H -2.5089 2.4073 -0.2437 0.077
O -2.4461 1.2687 2.7866 -0.047
H -3.0036 0.8657 2.1235 -0.008
H -1.8030 1.8065 2.3338 0.013
O 2.8121 -0.9502 -1.8951 -0.104
H 2.8394 -0.5611 -0.9867 0.005
H 1.9515 -1.2836 -1.4952 0.001
O 0.2405 0.6871 4.0584 -0.051
H -0.2816 0.6811 3.2617 -0.037
H -0.2325 0.3671 4.8383 0.060
O -4.8994 -0.0467 0.6152 -0.045
H -4.3647 -0.5502 -0.0125 0.029
H -4.3341 0.5374 1.1177 -0.015
O -2.4734 -2.3698 -1.4576 -0.074
H -1.8387 -2.2782 -0.7040 0.014
H -1.9701 -2.3919 -2.2893 0.040
O 0.9452 -3.1938 -2.3425 -0.039
H 0.6318 -2.4653 -2.8744 0.026
H 1.5203 -3.7378 -2.8735 0.056
O -1.7118 0.0483 -1.7843 -0.050
H -2.2802 -0.4446 -2.3744 0.068
H -0.7867 0.0279 -1.8951 -0.023
O 0.3073 0.3649 -3.2455 -0.097
H 0.1119 0.6729 -4.1366 0.060
H 1.0538 1.1149 -3.1171 0.117
O 3.6200 -0.4245 1.1727 -0.045
H 2.6749 -0.3397 1.4034 0.001
H 4.0167 -0.6927 2.0010 0.052
```

- Total charge: 0
- Relative energy (zero: lowest compared OMol25 entry of this formula, charge and spin): 103.6 kcal per mole
- M: 295.37 Da
- Spin multiplicity: 1
- SMILES: CCCCNC(C)C.O.O.O.O.O.O.O.O.O.O
- Kohn-Sham gap: 9.296 eV

# 2
C20H38AuN4OSiTa | the ωB97M-V functional and the def2-TZVPD basis

```
66
Properties=species:S:1:pos:R:3:lowdin_charge:R:1
N -2.3778 -0.6413 -0.2765 -0.071
C -3.3715 -1.3614 -0.3954 -0.365
O -4.3349 -2.0376 -0.4426 0.238
Au -0.7862 2.7642 0.7499 0.837
Ta -0.5913 0.1027 -0.0286 1.661
N 0.0220 1.7893 -1.0560 -0.343
N 0.1119 -1.1511 -1.3731 -0.227
C -0.7298 2.4435 -2.1711 -0.672
C -0.3381 -2.2154 -2.3152 -0.635
C -0.4304 3.9475 -2.1146 -0.039
C -0.2758 1.8474 -3.5050 -0.009
C -2.2115 2.2192 -1.9400 -0.067
C -0.7629 -3.4179 -1.4778 -0.019
C 0.7902 -2.6155 -3.2691 -0.034
C -1.5065 -1.7121 -3.1439 -0.035
H -0.5404 4.3313 -1.0873 0.062
H -1.1530 4.4738 -2.7529 0.116
H 0.5781 4.1688 -2.4790 0.091
H 0.7219 2.2134 -3.7817 0.100
H -0.9882 2.1592 -4.2840 0.116
H -0.2637 0.7480 -3.4670 0.058
H -2.4836 1.1545 -1.8694 0.057
H -2.7500 2.6625 -2.7914 0.118
H -2.5457 2.7382 -1.0242 0.065
H 0.0428 -3.7242 -0.7988 0.092
H -0.9946 -4.2581 -2.1508 0.112
H -1.6578 -3.1929 -0.8871 0.065
H 1.6006 -3.1459 -2.7558 0.092
H 1.1925 -1.7428 -3.7974 0.095
H 0.3788 -3.3026 -4.0220 0.108
H -1.7917 -2.5147 -3.8436 0.114
H -1.2225 -0.8356 -3.7365 0.071
H -2.3857 -1.4778 -2.5423 0.052
C 1.5048 2.0071 -1.1478 -0.088
H 1.9882 1.7945 -0.1865 0.069
H 1.9498 1.3844 -1.9409 0.098
H 1.6930 3.0658 -1.3752 0.092
C 1.5534 -1.2082 -0.9834 -0.126
H 1.7612 -0.6059 -0.0807 0.039
H 1.8335 -2.2452 -0.7358 0.107
H 2.1962 -0.8336 -1.7973 0.097
C -2.7121 -0.8321 2.8074 -0.188
Si -0.9361 -0.4826 3.2326 0.398
C -0.9171 1.0721 4.2489 -0.160
C -0.2720 -1.9422 4.1676 -0.154
N 0.1557 -0.2255 1.7894 -0.279
C 1.5152 0.0580 2.2692 -0.393
C 1.9422 1.3795 2.4581 -0.092
C 3.3042 1.6414 2.6231 -0.055
C 4.2129 0.5816 2.6855 -0.047
C 3.7694 -0.7448 2.5915 -0.038
C 2.4148 -1.0182 2.4114 -0.050
H -3.2263 -0.8429 3.7851 0.064
H -2.8544 -1.8208 2.3504 0.042
H -3.1853 -0.0575 2.1892 0.023
H -1.6834 0.9748 5.0327 0.060
H 0.0544 1.2398 4.7282 0.049
H -1.1621 1.9483 3.6337 0.012
H -0.2173 -2.8320 3.5272 0.048
H 0.7247 -1.7497 4.5829 0.044
H -0.9546 -2.1612 5.0017 0.058
H 1.1878 2.1768 2.4201 0.073
H 3.6352 2.6765 2.7201 0.121
H 5.2761 0.7877 2.8191 0.122
H 4.4829 -1.5676 2.6662 0.124
H 2.0198 -2.0353 2.3364 0.123
```

- Total charge: +2
- M: 756.55 Da
- Spin multiplicity: 1
- Kohn-Sham gap: 6.051 eV

# 3
C28H18N7O7ReS2SbSe4 | the ωB97M-V functional and the def2-TZVPD basis

```
68
Properties=species:S:1:pos:R:3:lowdin_charge:R:1
Re 0.4804 2.9048 -1.5387 0.904
S 1.2892 0.2138 -4.3272 0.765
C -0.4129 -0.2022 -4.2497 -0.605
C -1.1313 -1.3709 -4.3594 0.012
C -2.4950 -1.2937 -4.0597 -0.156
C -3.2271 -2.5064 -3.9994 -0.171
N -3.7499 -3.5198 -3.9044 0.214
C -3.1149 -0.0671 -3.7519 -0.156
C -2.3791 1.1250 -3.7134 -0.041
C -1.0285 1.0052 -3.9100 -0.566
S 0.3691 2.1290 -3.7857 0.652
C -4.4891 -0.0371 -3.4125 -0.171
N -5.5900 -0.0161 -3.1010 0.211
H -0.6828 -2.3140 -4.6275 0.135
H -2.8618 2.0707 -3.5120 0.097
Se -3.8431 5.2572 0.9334 0.035
Sb -3.3196 4.1668 3.3690 0.761
Se -1.7200 5.0961 0.1633 0.101
Se -1.7877 3.1523 -1.0862 0.309
Se -2.1879 2.1708 2.6789 -0.003
O 2.4768 3.2760 -1.0699 -0.048
C 1.8148 4.0264 -0.3164 -0.678
O 0.8792 4.7332 -0.8077 -0.185
C 1.8561 3.8965 1.1679 -0.089
C 1.0102 4.7137 1.9096 0.054
C 0.6540 4.3410 3.2020 -0.149
C 1.2292 3.2283 3.8152 0.114
C 2.1256 2.4731 3.0798 -0.090
C 2.4276 2.7692 1.7545 0.108
N 2.6634 1.2552 3.6823 -0.341
O 2.8135 1.2523 4.8714 0.147
O 2.9002 0.3478 2.9162 0.095
N -0.4884 4.9235 3.7663 -0.372
O -1.2256 5.5906 3.0083 -0.206
O -0.8920 4.5806 4.8652 0.030
H 0.6065 5.6213 1.4882 0.106
H 0.9422 2.9312 4.8139 0.148
H 3.0739 2.1130 1.1869 0.142
C -0.1373 -5.5292 -2.4750 -0.046
C 0.0267 -4.9066 -1.1282 -0.274
C 1.1696 -5.1628 -0.3694 -0.034
C 1.3434 -4.5929 0.8747 -0.023
C 0.3755 -3.7299 1.3882 -0.270
N 0.5642 -3.1531 2.6564 0.144
C 0.1408 -1.9350 3.0884 -0.516
O 0.0159 -1.6334 4.2447 0.111
N -0.1775 -0.9957 2.0758 0.140
C 0.5765 -0.6266 1.0028 -0.221
C 1.8348 -1.1696 0.6955 0.015
C 2.5096 -0.6850 -0.4043 -0.007
C 1.9725 0.3505 -1.1532 -0.184
N 0.7871 0.9014 -0.8576 -0.130
C 0.1025 0.4004 0.1747 -0.074
C -0.7838 -3.4917 0.6522 -0.018
C -0.9497 -4.0750 -0.5882 -0.028
H -0.2350 -6.6082 -2.3724 0.090
H 0.7354 -5.3456 -3.1004 0.082
H -1.0229 -5.1547 -2.9797 0.065
H 1.9305 -5.8175 -0.7665 0.118
H 2.2322 -4.8038 1.4521 0.118
H 0.9180 -3.7592 3.3876 0.170
H -0.8951 -0.3368 2.3690 0.079
H 2.2806 -1.9158 1.3293 0.119
H 3.4746 -1.0849 -0.6724 0.125
H 2.5208 0.7546 -1.9912 0.070
H -0.8648 0.8363 0.3972 0.038
H -1.5685 -2.8796 1.0669 0.118
H -1.8603 -3.8886 -1.1384 0.107
```

- Total charge: +1
- Relative energy (zero: lowest compared OMol25 entry of this formula, charge and spin): 89.3 kcal per mole
- M: 1252.44 Da
- Spin multiplicity: 1
- Kohn-Sham gap (spin up / spin down): 5.691 / 5.607 eV

no.,strongest force on any atom (eV Å⁻¹)
1,4.75
2,3.97
3,3.76